{"formula": "C32H64AlK2O28P", "method": "the ωB97M-V functional and the def2-TZVPD basis", "energy_ev": -140076.428, "total_charge": 2, "multiplicity": 1, "elements": ["Al", "K", "K", "P", "O", "O", "O", "O", "C", "C", "O", "C", "O", "O", "C", "H", "H", "H", "H", "H", "H", "H", "H", "C", "C", "O", "C", "O", "O", "C", "H", "H", "H", "H", "H", "H", "H", "H", "C", "C", "O", "C", "O", "O", "C", "H", "H", "H", "H", "H", "H", "H", "H", "C", "C", "O", "C", "O", "O", "C", "H", "H", "H", "H", "H", "H", "H", "H", "C", "C", "O", "C", "O", "O", "C", "H", "H", "H", "H", "H", "H", "H", "H", "C", "C", "O", "C", "O", "O", "C", "H", "H", "H", "H", "H", "H", "H", "H", "C", "C", "O", "C", "O", "O", "C", "H", "H", "H", "H", "H", "H", "H", "H", "C", "C", "O", "C", "O", "O", "C", "H", "H", "H", "H", "H", "H", "H", "H"], "xyz": [[3.44352, -1.40748, 1.59648], [-1.66426, -0.36702, 1.78205], [3.11738, 0.13310, -2.43136], [1.01546, 0.18714, 0.35021], [1.52403, -1.11291, -0.35250], [-0.33388, 0.77053, -0.08092], [2.37522, 0.93012, 0.28119], [0.93179, -0.26649, 1.84725], [2.21568, -6.51717, 5.09012], [1.74988, -5.20211, 4.46515], [1.13739, -5.50981, 3.21942], [1.10612, -4.62749, 2.26123], [1.55398, -3.49356, 2.25696], [0.50146, -5.18593, 1.22315], [0.18367, -4.38047, 0.10989], [2.58818, -6.29371, 6.09577], [3.06210, -6.94533, 4.56303], [1.33516, -7.12036, 5.30424], [2.63168, -4.56666, 4.32784], [1.12646, -4.67061, 5.18161], [0.16415, -5.03478, -0.76042], [0.91795, -3.59406, -0.06783], [-0.81819, -3.96045, 0.20286], [-1.74607, -2.05404, -1.55636], [-1.70533, -0.98841, -2.61944], [-2.69029, -1.21006, -3.60599], [-2.48938, -0.71896, -4.82824], [-1.47104, -0.17692, -5.17990], [-3.53962, -0.99901, -5.56675], [-3.46110, -0.65702, -6.95206], [-0.87249, -1.90299, -0.91727], [-1.69954, -3.08225, -1.91558], [-2.62614, -1.99291, -0.90877], [-0.69794, -1.02223, -3.04596], [-1.85712, 0.01932, -2.23100], [-4.42882, -0.89147, -7.38041], [-2.68420, -1.26511, -7.41870], [-3.19925, 0.38692, -7.11527], [-3.47058, -2.95731, 8.79285], [-1.97184, -3.14310, 8.63043], [-1.46432, -2.26254, 7.61809], [-1.02255, -2.71594, 6.47304], [-1.12835, -3.84151, 6.05708], [-0.44639, -1.71418, 5.81911], [0.22356, -2.02278, 4.61140], [-4.04524, -3.64195, 8.17261], [-3.78952, -1.94035, 8.56249], [-3.70483, -3.07493, 9.85154], [-1.69549, -4.16536, 8.37552], [-1.49700, -2.87398, 9.57229], [0.29245, -1.08389, 4.06810], [-0.29003, -2.74422, 3.97559], [1.21561, -2.38647, 4.87624], [0.61333, 2.15514, -3.39596], [0.31290, 2.87277, -2.07057], [0.58099, 4.25552, -2.20046], [-0.42305, 4.99651, -2.68333], [-1.51520, 4.56756, -2.94306], [-0.00255, 6.22290, -2.85105], [-0.80605, 7.11930, -3.59550], [1.55024, 2.50895, -3.82671], [-0.21483, 2.39144, -4.06356], [0.64048, 1.07084, -3.25012], [1.05074, 2.50869, -1.35220], [-0.67337, 2.67076, -1.66522], [-1.62599, 7.54223, -3.00822], [-1.28065, 6.66003, -4.46061], [-0.19426, 7.97392, -3.86802], [0.92623, 3.92652, 1.56232], [0.04763, 2.98333, 2.37597], [-1.11721, 3.63281, 2.84422], [-2.06685, 2.89606, 3.41657], [-2.03022, 1.73066, 3.75298], [-3.10341, 3.68043, 3.57472], [-4.22918, 3.18378, 4.27404], [0.37464, 4.54616, 0.85605], [1.52082, 3.28125, 0.90875], [1.49570, 4.51422, 2.27777], [0.63885, 2.50503, 3.16135], [-0.23228, 2.13077, 1.74003], [-3.99157, 2.81529, 5.27194], [-4.79060, 2.42128, 3.73533], [-4.90723, 4.02188, 4.42306], [9.01156, 3.13516, -3.35342], [7.54084, 2.75142, -3.45639], [6.97330, 3.03577, -2.15132], [5.65331, 3.21305, -2.17272], [4.90525, 2.92399, -3.07595], [5.30006, 3.81462, -1.05976], [3.93836, 4.04971, -0.75031], [9.05624, 4.22280, -3.27965], [9.54792, 2.81622, -4.24548], [9.52372, 2.76873, -2.46590], [7.36943, 1.68939, -3.63948], [7.06824, 3.32876, -4.24802], [3.53921, 3.13885, -0.29393], [3.33107, 4.15864, -1.65412], [3.84545, 4.92770, -0.12542], [-8.16997, 0.26525, 1.49501], [-6.96496, 0.83064, 2.27346], [-6.22212, 1.74972, 1.45529], [-5.05370, 1.39302, 0.99663], [-4.45357, 0.37336, 1.27057], [-4.58999, 2.40584, 0.25570], [-3.26566, 2.28851, -0.23596], [-8.65036, -0.36458, 2.24786], [-7.91723, -0.35775, 0.64207], [-8.80427, 1.11547, 1.26143], [-6.35521, 0.04229, 2.70430], [-7.44800, 1.40959, 3.05780], [-3.18445, 1.31833, -0.73635], [-2.53868, 2.32790, 0.57398], [-3.08693, 3.04081, -0.99864], [0.33336, -3.04838, -4.79334], [1.28844, -3.12213, -3.60746], [2.51669, -3.74156, -4.00863], [3.47938, -2.98915, -4.52648], [3.47321, -1.78789, -4.67951], [4.49282, -3.80135, -4.78168], [5.62554, -3.25404, -5.41564], [0.52563, -2.20495, -5.45431], [-0.68413, -2.93926, -4.40875], [0.31849, -3.96582, -5.37858], [0.85901, -3.81373, -2.88291], [1.49122, -2.17514, -3.10499], [6.19259, -4.03647, -5.92260], [6.30862, -2.79009, -4.70278], [5.43009, -2.57014, -6.24428]], "lowdin_charge": [1.1615, 0.8197, 0.7965, -0.0092, -0.2263, -0.3251, -0.2318, -0.2992, -0.0408, -0.2090, 0.0959, -0.5842, -0.0244, 0.0493, -0.0365, 0.0875, 0.0845, 0.0907, 0.1224, 0.1030, 0.1064, 0.0709, 0.0916, -0.0538, -0.2275, 0.0528, -0.6140, 0.1180, 0.0270, -0.0144, 0.0344, 0.0906, 0.0911, 0.0969, 0.1152, 0.1011, 0.1017, 0.1012, -0.0543, -0.1850, 0.0522, -0.6140, 0.1220, 0.0234, -0.0532, 0.0790, 0.0816, 0.0812, 0.1231, 0.1254, 0.0681, 0.0918, 0.0984, -0.0338, -0.2282, 0.0339, -0.6101, 0.1393, 0.0323, -0.0265, 0.0906, 0.0937, 0.0412, 0.0742, 0.1046, 0.1032, 0.1027, 0.1006, -0.0151, -0.2234, 0.0734, -0.6045, 0.0784, 0.0418, -0.0113, 0.0938, 0.0432, 0.0966, 0.1372, 0.0626, 0.1093, 0.0863, 0.1086, -0.0533, -0.1927, 0.0433, -0.6214, 0.0926, 0.0277, -0.0185, 0.0854, 0.0846, 0.0812, 0.1214, 0.1282, 0.0651, 0.0931, 0.1098, -0.0445, -0.1936, 0.0585, -0.6028, 0.0513, 0.0336, -0.0233, 0.0852, 0.0802, 0.0841, 0.1197, 0.1248, 0.0877, 0.0778, 0.1028, -0.0258, -0.1918, 0.0519, -0.5979, 0.0684, 0.0353, -0.0404, 0.0890, 0.0703, 0.0999, 0.1142, 0.0824, 0.1042, 0.0993, 0.1051]}